Molecular formula: C57H54AsCl2KN8O2SSi
Method: DFT, ωB97M-V/def2-TZVPD

The geometry in XYZ format:
```
127
Properties=species:S:1:pos:R:3:forces:R:3
K -0.32787 -0.41050 1.38878 0.0 0.2 0.2
C 2.89068 1.96237 1.93369 0.0 0.0 0.0
N 2.51083 0.57686 1.93572 -0.2 -0.2 -0.1
C 3.55363 -0.39463 1.63665 0.0 0.0 0.1
C 3.00108 -1.71272 2.08076 0.2 0.3 0.2
N 2.81525 -2.00853 3.34014 0.1 -0.1 -0.1
C 2.07322 -3.18006 3.31917 0.0 0.0 -0.1
C 1.52603 -3.91892 4.36749 0.0 0.0 0.0
C 0.76952 -5.02893 4.04654 0.0 0.0 0.0
C 0.56000 -5.41396 2.71153 0.0 0.0 0.0
C 1.09679 -4.69734 1.65835 0.0 0.1 0.0
C 1.84584 -3.57181 1.99186 0.0 -0.2 0.1
N 2.48394 -2.62459 1.21813 -0.6 -0.1 -0.7
C 1.66011 2.81735 1.89415 0.0 0.0 0.0
N 0.44693 2.37760 2.03088 0.0 -0.1 -0.1
C -0.36838 3.49553 1.94180 0.0 0.0 0.0
C -1.75767 3.57508 1.96603 0.0 0.0 0.0
C -2.32425 4.82951 1.82040 0.0 0.0 0.0
C -1.53495 5.97536 1.64192 0.0 0.0 0.0
C -0.15227 5.90427 1.59628 0.0 0.0 0.0
C 0.41085 4.64379 1.74850 0.0 0.0 0.0
N 1.71494 4.18241 1.73495 0.0 0.0 0.0
H 3.50214 2.16345 1.04982 0.0 0.0 0.0
H 3.49147 2.25665 2.81097 0.0 0.0 0.0
H 2.04067 0.31205 2.79693 -0.1 0.1 0.3
H 4.49751 -0.20902 2.17144 0.0 0.0 0.0
H 3.75817 -0.38983 0.56204 0.0 -0.1 0.0
H 1.65369 -3.59469 5.39075 0.0 0.0 0.0
H 0.30085 -5.60025 4.83859 0.0 0.0 0.0
H -0.05276 -6.28302 2.50315 0.0 0.0 0.0
H 0.92829 -4.96683 0.62349 0.0 -0.1 0.0
H 2.35217 -2.50649 0.20678 0.3 0.0 0.3
H -2.35418 2.67417 2.04833 0.0 0.0 0.0
H -3.40253 4.92875 1.82520 0.0 0.0 0.0
H -2.01815 6.93776 1.52367 0.0 0.0 0.0
H 0.45259 6.78859 1.43734 0.0 0.0 0.0
H 2.54074 4.71606 1.53402 0.0 0.0 0.0
C -2.71326 -2.95009 2.28606 0.0 0.0 0.0
C -2.21676 -2.56389 3.65570 0.1 -0.1 0.1
C -2.81471 -3.06335 4.80388 0.0 0.0 0.0
C -2.26820 -2.65786 6.02662 0.0 0.0 0.0
C -1.20881 -1.79212 6.05993 0.0 0.0 0.0
C -0.64293 -1.27695 4.84001 0.0 0.1 0.0
N -1.18090 -1.73031 3.66668 0.0 0.1 -0.1
N 0.34089 -0.39048 4.77539 0.0 -0.1 -0.1
Si 1.27921 0.18884 6.04776 0.0 0.1 0.1
C 0.35319 1.24933 7.32675 0.0 0.0 0.0
C 2.20044 -1.14928 7.02017 0.0 0.0 0.0
C 2.61384 1.32547 5.35800 0.0 0.0 0.0
H -3.47925 -3.72507 2.33847 0.0 0.0 0.0
H -1.88265 -3.32022 1.68106 0.0 0.0 0.0
H -3.13302 -2.07600 1.77996 0.0 0.0 0.0
H -3.65354 -3.74460 4.74718 0.0 0.0 0.0
H -2.68766 -3.02779 6.95839 0.0 0.0 0.0
H -0.79488 -1.47326 7.00849 0.0 0.0 0.0
H -0.38574 0.66946 7.88473 0.0 0.0 0.0
H -0.18064 2.05669 6.81767 0.0 0.0 0.0
H 1.04365 1.69935 8.04780 0.0 0.0 0.0
H 1.51138 -1.85776 7.48787 0.0 0.0 0.0
H 2.83443 -0.72348 7.80469 0.0 0.0 0.0
H 2.83621 -1.70453 6.32617 0.0 0.0 0.0
H 2.15643 2.14956 4.80233 0.0 0.0 0.0
H 3.25922 0.75889 4.68187 0.0 0.0 0.0
H 3.23487 1.75014 6.15234 0.0 0.0 0.0
S 2.73232 -2.71409 -2.72325 -0.2 -0.1 0.6
C 1.80891 -1.79561 -3.87813 0.2 0.1 0.0
C 1.71074 -2.28611 -5.19406 0.0 0.0 -0.1
C 1.01360 -1.61631 -6.17764 0.0 -0.1 0.0
C 0.36516 -0.42646 -5.87831 -0.1 0.1 0.1
C 0.45537 0.08608 -4.59124 -0.1 0.0 0.0
C 1.19534 -0.55251 -3.59881 0.0 0.0 -0.1
As 1.42543 0.26540 -1.82333 0.1 -0.2 -0.4
C 3.26139 0.95109 -2.12247 0.0 0.0 0.2
C 3.62887 2.14281 -1.49588 0.0 0.0 0.0
C 4.91954 2.64274 -1.59202 0.0 0.0 0.0
C 5.87580 1.95361 -2.32733 0.0 0.0 0.0
C 5.52055 0.77294 -2.96306 0.0 0.0 0.0
C 4.22629 0.27375 -2.86251 0.0 0.0 -0.1
C 0.63567 2.04059 -2.18778 0.0 0.0 0.0
C 1.08667 2.85600 -3.22895 0.0 0.0 0.0
C 0.62432 4.15398 -3.37281 0.0 0.0 0.0
C -0.28982 4.67005 -2.46039 0.0 0.0 0.0
C -0.74918 3.87210 -1.42619 -0.1 0.0 0.0
C -0.29642 2.56094 -1.29836 0.0 0.0 0.0
H 2.20431 -3.22489 -5.41470 0.0 0.0 0.0
H 0.96379 -2.02989 -7.18001 0.0 0.0 0.0
H -0.19722 0.10336 -6.63535 -0.1 0.0 0.0
H -0.06128 1.00926 -4.36502 0.0 0.0 0.0
H 2.88042 2.70551 -0.94654 0.0 0.0 0.0
H 5.17761 3.57456 -1.10022 0.0 0.0 0.0
H 6.88661 2.33684 -2.40547 0.0 0.0 0.0
H 6.25626 0.22620 -3.54166 0.0 0.0 0.0
H 3.97310 -0.66260 -3.34356 0.1 0.1 0.0
H 1.82286 2.47211 -3.92631 0.0 0.0 0.0
H 0.98642 4.76888 -4.18939 0.0 0.0 0.0
H -0.64238 5.69091 -2.55874 0.0 0.0 0.0
H -1.46206 4.26085 -0.71014 0.0 0.0 0.0
H -0.68240 1.94776 -0.49439 0.0 -0.1 0.0
Cl -1.04943 -3.55579 -3.85101 -0.1 0.0 0.0
C -2.46159 -3.58176 -4.85471 0.1 0.0 0.1
C -2.59466 -4.58631 -5.79144 0.0 0.0 0.0
C -3.72187 -4.64048 -6.59805 0.0 0.0 0.0
C -4.72357 -3.70352 -6.41585 0.0 0.0 0.0
C -4.59135 -2.71079 -5.45902 0.1 0.0 0.0
Cl -5.96640 -1.67996 -5.18547 0.0 0.0 0.0
C -3.43232 -2.57460 -4.67618 0.0 -0.1 -0.1
N -3.24809 -1.59896 -3.73024 -0.1 0.1 0.0
C -3.54733 -0.21793 -3.91830 0.3 -0.1 0.0
C -3.46421 0.36732 -5.17458 0.0 0.0 0.0
C -3.58891 1.73767 -5.31504 0.0 0.0 0.0
C -3.76347 2.53051 -4.18711 0.0 0.0 0.0
C -3.86247 1.93650 -2.94088 -0.1 0.0 0.0
C -3.79031 0.55394 -2.78608 0.0 0.0 0.1
C -3.95483 -0.06632 -1.42990 0.0 0.0 0.0
C -2.72776 0.11734 -0.51123 -0.1 -0.2 0.1
O -2.93350 0.69679 0.57645 0.3 0.1 0.1
O -1.63768 -0.37745 -0.90606 -0.3 0.0 -0.3
H -1.80210 -5.31590 -5.88550 0.0 0.0 0.0
H -3.82673 -5.41654 -7.34412 0.0 0.0 0.0
H -5.63652 -3.74256 -6.99459 0.0 0.0 0.0
H -2.40608 -1.72178 -3.17716 -0.1 0.0 0.2
H -3.27301 -0.25984 -6.03449 0.0 0.0 -0.1
H -3.50633 2.18955 -6.29637 0.0 0.0 0.0
H -3.80979 3.60866 -4.27848 0.0 0.0 0.0
H -4.00452 2.54617 -2.05583 0.0 0.0 0.0
H -4.10204 -1.14031 -1.53661 -0.1 0.0 0.0
H -4.83550 0.35031 -0.94037 0.1 0.1 0.0
```
Positions in Å, forces in eV/Å.

Values from the calculation:
- Relative energy (zero: lowest compared OMol25 entry of this formula, charge and spin): 0.0 kcal per mole
- Total charge: -2
- HOMO energy: -2.1 eV


Molecular formula: C57H54F9O5P
Method: DFT, ωB97M-V/def2-TZVPD

The geometry in XYZ format:
```
126
Properties=species:S:1:pos:R:3:forces:R:3
C 5.84530 -0.80087 7.23870 0.5 0.4 -0.4
C 5.46216 -1.34533 5.73367 -0.2 0.5 0.6
C 4.44682 -0.20298 5.08107 2.8 0.4 -0.6
O 3.28628 -0.79738 4.40034 -1.7 -0.2 4.0
P 2.05547 -1.32052 5.51573 -2.7 -2.1 -4.3
O 1.35774 -2.59019 4.88282 2.8 4.2 2.9
O 0.83838 -0.02634 5.53148 3.5 -2.5 3.1
O 2.58241 -1.51020 7.16436 -3.0 5.1 -3.5
O 2.99841 -2.71784 7.42086 1.6 -5.7 0.8
H 6.63269 -1.50054 7.74872 -1.5 1.4 -1.0
H 4.92684 -0.64621 7.95083 1.7 -0.5 -1.5
H 6.33291 0.27662 7.07913 -0.9 -2.4 0.5
H 6.47278 -1.46268 5.12857 -2.2 0.4 1.1
H 4.94376 -2.39791 5.71103 0.9 2.1 0.3
H 4.19149 0.62532 5.86893 0.1 -1.7 -1.4
H 5.08998 0.33222 4.23360 -1.7 -1.0 1.7
H 0.54278 -0.01024 6.49956 0.3 0.2 -1.7
H 2.32150 -3.41632 7.16907 0.4 1.4 0.1
F 9.03461 -2.52611 6.56408 -0.1 0.2 0.2
C 9.33627 -3.43016 5.62265 0.3 -0.8 -0.8
C 9.50417 -4.76280 5.98256 0.0 0.0 0.1
C 9.81321 -5.70530 5.00185 0.0 0.4 -0.2
C 9.96179 -5.30229 3.67246 0.0 0.0 0.1
C 9.79625 -3.96150 3.32200 0.0 -0.2 0.3
C 9.47625 -3.02127 4.30108 0.0 0.0 0.1
H 9.39308 -5.05590 7.02141 0.0 0.1 -0.1
H 9.93884 -6.75093 5.27172 0.0 0.2 0.0
H 10.20723 -6.03701 2.90858 -0.1 0.2 0.1
H 9.91644 -3.64953 2.28734 -0.1 0.0 0.2
H 9.33524 -1.97648 4.04484 0.0 -0.1 0.0
F -3.90063 2.30013 1.15914 -0.4 0.3 -0.3
C -2.98605 1.68064 1.91702 1.3 -0.7 1.0
C -2.92736 1.95414 3.27916 -0.1 0.1 -0.1
C -1.97863 1.30550 4.06957 0.1 -0.2 -0.6
C -1.09109 0.39781 3.48636 -0.1 -0.1 -0.1
C -1.15464 0.13380 2.11735 -0.3 0.3 0.2
C -2.11070 0.77416 1.32934 0.0 0.2 -0.1
H -3.61943 2.66840 3.71311 0.0 -0.1 0.0
H -1.92966 1.50655 5.13688 0.0 0.0 -0.2
H -0.34835 -0.10453 4.10245 -0.6 0.2 -0.6
H -0.46013 -0.56996 1.66494 -0.2 0.1 0.1
H -2.17995 0.57405 0.26525 0.0 0.0 0.1
F -2.81627 6.37127 3.38220 0.0 0.0 0.3
C -2.85819 6.31176 2.04455 0.0 0.0 -1.2
C -3.30297 5.14902 1.42499 0.0 0.1 0.2
C -3.35164 5.08844 0.03231 0.2 0.4 0.1
C -2.94419 6.18866 -0.72616 0.0 0.0 0.1
C -2.49453 7.34945 -0.09504 -0.1 -0.4 0.1
C -2.45658 7.41363 1.29761 0.0 0.0 0.1
H -3.60752 4.30152 2.03034 0.1 0.3 -0.1
H -3.70518 4.18675 -0.46158 0.1 0.2 0.2
H -2.97810 6.13937 -1.81243 0.0 0.0 0.2
H -2.17404 8.20301 -0.68751 -0.1 -0.1 0.1
H -2.11831 8.31118 1.80465 0.0 -0.1 0.0
F -4.22924 -0.96083 2.69197 0.0 -0.1 0.2
C -5.05857 -1.30211 1.69681 -0.6 -0.3 -0.7
C -5.61705 -2.57545 1.67785 0.0 0.0 0.1
C -6.48464 -2.92949 0.64464 0.2 0.5 -0.1
C -6.77575 -2.00884 -0.36503 0.0 0.0 0.0
C -6.20620 -0.73490 -0.33987 -0.1 -0.4 0.3
C -5.34756 -0.37749 0.69937 0.1 0.1 0.0
H -5.37280 -3.28004 2.46610 0.0 0.1 -0.1
H -6.93259 -3.91989 0.62491 0.1 0.2 0.0
H -7.44899 -2.28692 -1.17311 0.1 0.1 0.1
H -6.43103 -0.02144 -1.12901 0.0 -0.1 0.1
H -4.90312 0.61145 0.73931 -0.2 -0.3 -0.1
F 8.29645 -2.43100 0.71095 0.3 0.2 0.0
C 7.23200 -3.23517 0.58905 -1.0 -0.7 -0.1
C 7.17221 -4.13542 -0.46908 0.1 0.0 0.0
C 6.06646 -4.97651 -0.59348 -0.1 0.3 0.4
C 5.02671 -4.90019 0.33651 0.1 0.0 0.0
C 5.09369 -3.98976 1.39223 0.2 -0.1 -0.3
C 6.20460 -3.15674 1.52265 0.1 0.0 0.0
H 7.98539 -4.17470 -1.18647 -0.1 0.0 0.1
H 6.01374 -5.68922 -1.41276 0.0 0.2 0.1
H 4.16240 -5.55330 0.23655 0.2 0.1 0.0
H 4.28135 -3.92931 2.11248 0.2 0.0 -0.1
H 6.27713 -2.44953 2.34223 0.0 0.0 -0.1
F -5.38254 -2.56644 -4.03257 -0.2 -0.2 0.0
C -4.42314 -1.63178 -4.05669 0.8 0.8 0.0
C -3.95124 -1.10461 -2.85958 0.0 -0.1 0.0
C -2.94869 -0.13514 -2.88401 -0.1 -0.1 -0.5
C -2.43643 0.30466 -4.10710 0.0 0.0 0.1
C -2.92021 -0.22694 -5.30347 -0.1 -0.1 0.4
C -3.91473 -1.20434 -5.27822 -0.1 0.0 0.0
H -4.36697 -1.45236 -1.91954 0.1 0.0 -0.2
H -2.56747 0.27767 -1.95331 -0.1 -0.1 -0.2
H -1.65763 1.06406 -4.12585 -0.1 -0.2 0.0
H -2.52288 0.11989 -6.25434 -0.1 -0.1 0.2
H -4.29594 -1.63476 -6.19830 0.0 0.0 0.1
F 0.14284 0.01966 -6.02371 0.0 0.2 0.2
C 0.44450 -0.88440 -6.96515 0.3 -0.8 -0.8
C 0.61240 -2.21704 -6.60524 0.0 0.0 0.1
C 0.92143 -3.15953 -7.58594 0.0 0.4 -0.2
C 1.07002 -2.75652 -8.91533 0.0 0.0 0.1
C 0.90448 -1.41574 -9.26579 0.0 -0.2 0.4
C 0.58448 -0.47550 -8.28671 0.0 0.1 0.1
H 0.50131 -2.51013 -5.56639 0.0 0.1 -0.1
H 1.04706 -4.20516 -7.31607 0.0 0.2 0.0
H 1.31546 -3.49124 -9.67922 0.0 0.1 0.1
H 1.02467 -1.10376 -10.30046 0.0 0.0 0.2
H 0.44347 0.56928 -8.54296 0.0 -0.1 0.0
F 0.78088 3.16660 -9.19379 -0.1 -0.2 -0.2
C 1.21252 3.77446 -8.08078 0.4 0.6 1.0
C 2.49430 4.31264 -8.04827 0.0 0.0 -0.1
C 2.94229 4.95016 -6.89135 -0.4 -0.2 0.1
C 2.10645 5.03282 -5.77496 0.0 0.0 -0.1
C 0.82339 4.48507 -5.81572 0.3 0.0 -0.3
C 0.37177 3.85755 -6.97645 0.0 -0.1 -0.1
H 3.13239 4.23155 -8.92218 -0.1 0.0 0.1
H 3.93990 5.38102 -6.85845 -0.2 -0.1 0.0
H 2.45791 5.52622 -4.87130 -0.1 -0.1 -0.2
H 0.17616 4.54700 -4.94420 0.1 0.0 -0.2
H -0.62584 3.43424 -7.02848 0.1 0.0 0.0
F -9.05823 1.17200 -1.70195 0.1 -0.1 -0.2
C -9.40099 1.81375 -0.57710 -0.3 0.5 1.0
C -8.41627 2.15311 0.34421 0.0 0.0 -0.1
C -8.77203 2.82586 1.51315 -0.4 -0.1 -0.2
C -10.11146 3.14237 1.75299 0.1 0.0 0.0
C -11.09317 2.79299 0.82450 0.4 0.0 0.0
C -10.73564 2.13025 -0.34938 0.0 -0.1 -0.1
H -7.38219 1.89165 0.14479 -0.1 0.0 0.0
H -8.00867 3.10253 2.23612 -0.1 -0.1 -0.2
H -10.38906 3.66314 2.66694 0.0 -0.1 -0.2
H -12.13552 3.03674 1.01527 0.2 0.0 -0.1
H -11.48465 1.85914 -1.08599 0.1 0.0 0.1
```
Positions in Å, forces in eV/Å.

Values from the calculation:
- Total charge: 0
- HOMO energy: -9.0 eV


Which strongest force on any atom belongs to each record? In order, 0.0183 0.1336 Eh/bohr.
Which E_tot belongs to each record? In order, -196931.715 -103964.470 eV.
Which LUMO energy belongs to each record? In order, 3.63 -0.05 eV.